The following is a quantum chemistry calculation of a single C5H9NO3 molecule at a distorted geometry, from the OMol25 dataset.

Computed properties:
**Kohn-Sham gap**: 8.8362 eV
**HOMO energy**: -8.2 eV
**Energy**: -12962.2204 eV
**SMILES**: C/C=C(/O)[C@H](N)C(=O)O
**Largest force on an atom**: 4.35 eV/A
**Energy above the lowest of the compared OMol25 structures with the same formula, charge and spin**: 57.3 kcal/mol

Last column: Löwdin charge in e.
Positions of all 18 atoms, in Å:
1 O 1.922 0.943 -0.703  0.097
2 O 0.883 -1.894 -0.349  0.071
3 O 0.229 2.219 0.069  0.079
4 N -0.017 -0.359 -2.366  0.078
5 C -0.028 -0.967 0.019  -0.310
6 C 0.632 1.135 -0.318  -0.467
7 C -0.213 -0.577 1.320  -0.109
8 C -0.313 0.061 -1.027  -0.246
9 C -1.432 0.134 1.829  -0.092
10 H 1.216 -2.355 0.432  0.123
11 H 0.871 -0.854 -2.389  0.080
12 H -2.303 -0.002 1.188  0.080
13 H 0.346 -1.135 2.065  0.106
14 H -1.233 1.205 1.879  0.068
15 H -1.326 0.454 -0.934  0.151
16 H -1.690 -0.218 2.825  0.072
17 H 2.409 1.765 -0.552  0.127
18 H 0.046 0.446 -2.987  0.092

***

The following is a quantum chemistry calculation of 2 unconnected molecules or ions with the total composition C3H8O3S at a distorted geometry, from the OMol25 dataset.

Computed properties:
**Kohn-Sham gap**: 9.1036 eV
**HOMO energy**: -9.2 eV
**Energy**: -20218.2202 eV
**SMILES**: O=C(O)CCS.O
**Largest force on an atom**: 4.12 eV/A
**Energy above the lowest of the compared OMol25 structures with the same formula, charge and spin**: 16.8 kcal/mol

Last column: Löwdin charge in e.
Positions of all 15 atoms, in Å:
1 S 1.364 -2.279 -0.566  0.727
2 O -1.334 1.061 -2.428  0.069
3 O -1.270 1.645 -0.146  0.050
4 O -0.122 0.637 2.221  -0.063
5 C -0.069 -1.245 -0.641  -0.588
6 C 0.463 0.226 -0.941  -0.197
7 C -0.782 1.074 -1.313  -0.452
8 H -0.686 -1.500 -1.524  0.087
9 H 0.883 0.678 -0.022  0.090
10 H 1.948 -1.711 0.511  -0.137
11 H 0.620 0.208 2.704  0.085
12 H 1.285 0.138 -1.678  0.105
13 H -0.687 1.025 2.928  0.086
14 H -0.868 1.221 0.661  0.058
15 H -0.745 -1.177 0.234  0.079

***

The following is a quantum chemistry calculation of a molecular structure, C5H12O2, from the OMol25 dataset.

Computed properties:
**Kohn-Sham gap**: 8.7242 eV
**HOMO energy**: -7.8 eV
**Energy**: -9471.3422 eV
**Largest force on an atom**: 0.51 eV/A
**Energy above the lowest of the compared OMol25 structures with the same formula, charge and spin**: 87.5 kcal/mol

Last column: Löwdin charge in e.
Positions of all 19 atoms, in Å:
1 O 0.364 2.001 -0.060  -0.029
2 O 1.133 -0.460 -1.953  -0.149
3 C -2.348 0.396 0.337  -0.105
4 C -0.961 0.206 0.956  -0.209
5 C 0.158 0.594 0.010  -0.424
6 C 1.549 -1.532 0.391  -0.062
7 C 1.382 -0.124 -0.090  -0.140
8 H -0.369 2.375 -0.562  0.085
9 H -2.519 -0.337 -0.460  0.076
10 H -0.853 -0.834 1.285  0.101
11 H 2.360 -2.030 -0.141  0.084
12 H 1.782 -1.520 1.464  0.097
13 H 0.203 0.057 -1.313  0.141
14 H -2.450 1.395 -0.105  0.067
15 H 2.294 0.463 -0.192  0.138
16 H 1.558 0.276 -2.426  0.055
17 H -3.144 0.286 1.082  0.069
18 H -0.870 0.834 1.854  0.116
19 H 0.634 -2.112 0.245  0.087

***

The following is a quantum chemistry calculation of a single C10H11NO molecule at a distorted geometry, from the OMol25 dataset.

Computed properties:
**Kohn-Sham gap (alpha / beta)**: 8.1354 / 8.1371 eV
**HOMO energy (alpha / beta)**: -7.7 / -7.7 eV
**Energy**: -14082.6826 eV
**SMILES**: C/[N+]([O-])=C1\CCc2ccccc21
**Largest force on an atom**: 5.76 eV/A
**Energy above the lowest of the compared OMol25 structures with the same formula, charge and spin**: 90.1 kcal/mol

Last column: Löwdin charge in e.
Positions of all 23 atoms, in Å:
1 O -1.919 2.063 -0.051  -0.124
2 N -1.974 0.773 -0.005  -0.237
3 C 3.189 0.745 0.035  -0.097
4 C 1.035 1.779 0.039  0.009
5 C 2.366 1.874 -0.025  -0.094
6 C -3.419 0.379 0.065  0.009
7 C 2.709 -0.518 0.053  -0.023
8 C 1.272 -0.678 0.018  -0.140
9 C -0.888 0.054 -0.059  -0.083
10 C 0.490 -2.033 -0.125  -0.157
11 C 0.462 0.429 -0.018  -0.127
12 C -0.979 -1.670 -0.129  -0.086
13 H -3.726 -0.602 -0.283  0.080
14 H 0.763 -2.715 0.817  0.151
15 H -3.989 1.215 -0.380  0.095
16 H 0.351 2.622 0.069  0.102
17 H 0.787 -2.565 -1.037  0.107
18 H -3.834 0.644 1.034  0.088
19 H 2.804 2.862 -0.051  0.108
20 H 3.405 -1.372 0.041  0.118
21 H -1.444 -2.076 0.846  0.119
22 H -1.665 -2.115 -0.898  0.105
23 H 4.204 0.905 0.042  0.078